[1]
ORCA calculation (ωB97M-V/def2-TZVPD) on a molecular structure, C4H7NO2 at a distorted geometry.

XYZ file:
```
14
Properties=species:S:1:pos:R:3:forces:R:3:lowdin_charge:R:1
C 2.1368 -0.2754 0.3339 -0.22 0.30 -0.47 -0.07
H -1.7899 -0.7807 1.1588 1.13 1.39 0.88 0.11
H -0.6923 0.7599 1.8490 -0.55 -1.28 -1.41 0.10
H -2.4412 0.8571 1.5227 1.22 -0.54 -0.90 0.09
C 1.6313 0.5662 -0.5841 0.55 -0.67 1.14 -0.08
C -0.7180 -0.2924 -1.0254 0.22 -0.93 -1.41 -0.29
H 3.0690 -0.3980 0.8920 -0.77 -0.27 -0.12 0.11
H -1.1960 -1.2963 -1.0348 0.80 0.16 0.44 0.16
O -1.3555 0.6015 -0.2711 -0.96 2.25 3.12 -0.15
C -1.4923 0.3301 1.1486 -1.94 -0.30 0.18 -0.07
H 1.8488 1.4501 -1.0511 0.52 2.04 -0.84 0.08
N 0.6992 -0.3577 -0.9967 -0.31 -2.47 0.64 -0.07
H -0.8344 0.0735 -1.9948 -0.82 0.62 -1.99 0.12
O 1.1344 -1.2378 0.0532 1.15 -0.30 0.74 -0.04
```
Forces are in eV/Å.

Output
- orbital gap (eV) = 9.79
- spin multiplicity = 1

[2]
ORCA calculation (ωB97M-V/def2-TZVPD) on a single C4H5NO molecule.

XYZ file:
```
11
Properties=species:S:1:pos:R:3:forces:R:3:lowdin_charge:R:1
H -1.9242 -1.2935 0.0036 0.16 0.14 0.04 0.12
O -0.4098 -1.2883 -1.4041 0.01 -0.03 -0.05 -0.05
H 0.0695 0.5457 2.3042 -0.02 0.00 -0.19 0.15
C -0.1341 0.0930 0.2323 0.09 -0.03 -0.12 -0.37
C -0.9780 -0.8456 -0.2658 0.01 0.11 0.14 -0.11
H -0.7451 1.7326 1.4523 0.10 -0.15 -0.09 0.15
C 1.0278 0.3046 -0.5624 -0.17 -0.39 -0.37 -0.08
N -0.0460 0.9899 1.3915 0.08 0.14 0.13 0.15
H 1.3262 -0.8709 -2.4472 -0.11 -0.02 0.06 0.09
H 0.9048 1.3262 0.9583 -0.32 0.25 0.63 0.13
C 0.7848 -0.5868 -1.5564 0.18 -0.03 -0.21 -0.18
```
Forces are in eV/Å.

Output
- orbital gap (eV) = 8.16
- spin multiplicity = 1

[3]
ORCA calculation (ωB97M-V/def2-TZVPD) on a gas-phase ion, C4H5N2O3S (charge -1) at a distorted geometry.

XYZ file:
```
15
Properties=species:S:1:pos:R:3:forces:R:3:lowdin_charge:R:1
C -0.6567 -1.7702 0.0269 -0.54 0.28 -0.08 -0.04
O 2.0251 -0.8741 -1.2352 0.15 -0.14 -0.02 -0.35
O 2.8057 1.0399 0.0777 -0.22 -0.04 0.00 -0.35
N -1.9750 0.3585 -0.0883 -1.15 1.63 -0.13 0.08
H 0.1311 -2.0364 -0.6754 0.03 -0.16 0.01 0.06
H -1.5907 -2.2642 -0.2343 -0.03 0.05 0.02 0.07
H 0.3921 2.6421 0.0354 0.02 0.15 0.08 0.08
C -0.2606 1.7936 0.0048 5.95 2.47 0.08 -0.15
N 0.2242 0.5272 0.0731 5.40 -1.14 0.90 -0.08
H -2.3621 2.4496 -0.1516 -0.13 0.09 -0.07 0.08
S 2.0149 -0.1658 0.0239 -1.66 1.36 -0.12 0.46
C -0.8355 -0.2984 0.0043 -1.44 -2.24 -0.31 -0.42
O 2.0424 -0.9892 1.2084 -0.08 -0.03 -0.12 -0.34
C -1.6194 1.6773 -0.0872 -6.43 -2.16 -0.34 -0.18
H -0.3355 -2.0898 1.0175 0.13 -0.10 0.12 0.08
```
Forces are in eV/Å.

Output
- total charge = -1
- orbital gap (alpha / beta) (eV) = 3.95 / 7.97
- spin multiplicity = 3

Energy above the lowest of the compared OMol25 structures with the same formula, charge and spin readings, ordered: 5.734; 4.167; 0.000 eV
E readings, ordered: -361.6701; -285.2614; -888.7672 Ha